No. 1
Below is the molecule H2NO4PS at a distorted geometry, with properties calculated with wB97M-V/def2-TZVPD.

Maximum force: 0.0457 hartree/bohr
LUMO energy (spin up / spin down): -1.95 / -1.95 eV
Energy relative to the best compared isomer or geometry (same formula, charge and spin): 0.3526 eV
HOMO energy (spin up / spin down): -10.14 / -10.14 eV
Orbital gap (spin up / spin down): 8.194 / 8.194 eV

Last column: Löwdin charge in e.
Positions of all 9 atoms, in Å:
1 N -0.4043 -0.0813 0.0162  -0.014
2 O 0.3872 2.3608 0.4191  -0.275
3 O -1.4424 3.2893 -1.3004  -0.285
4 O 1.0609 -0.1688 -2.1180  -0.555
5 O -1.1165 0.6821 -0.8822  -0.452
6 P -0.4155 2.3573 -0.8027  0.399
7 S 0.0551 0.8521 -2.5209  0.972
8 H -0.1230 -1.0157 -0.4044  0.123
9 H 0.4789 0.4556 0.2730  0.087

---

No. 2
Below is a cluster of 7 separate species, CH16O7 in total at a distorted geometry, with properties calculated with wB97M-V/def2-TZVPD.

Maximum force: 0.0383 hartree/bohr
LUMO energy: -0.16 eV
Energy relative to the best compared isomer or geometry (same formula, charge and spin): 2.0311 eV
HOMO energy: -7.71 eV
Orbital gap: 7.551 eV

Last column: Löwdin charge in e.
Positions of all 24 atoms, in Å:
1 O 0.5423 0.5990 -1.1996  0.193
2 H -0.4445 0.5956 -1.3839  0.081
3 H 0.8912 -0.2991 -1.4114  0.091
4 H 0.7207 0.8093 -0.2285  0.074
5 C 1.7814 1.6025 2.3885  -0.328
6 O 1.1520 0.8085 1.4353  -0.420
7 H 2.1156 0.9820 3.2404  0.050
8 H 2.7471 2.0524 2.1253  0.057
9 H 1.1144 2.2964 2.9174  0.055
10 O -2.0560 0.5427 -1.5266  -0.010
11 H -2.5798 0.1048 -0.8450  0.079
12 H -2.6625 0.6712 -2.2628  0.084
13 O -0.7719 -1.4331 1.0565  -0.067
14 H -0.4085 -0.5383 1.1729  0.007
15 H -0.2898 -1.9708 1.6913  0.057
16 O -0.8523 2.9096 0.5295  -0.070
17 H -0.0466 2.4732 0.8572  -0.008
18 H -1.5558 2.5524 1.0781  0.032
19 O -1.4470 -2.9551 -1.2112  -0.079
20 H -0.5239 -2.7180 -1.3500  -0.021
21 H -1.6842 -2.5001 -0.3933  -0.006
22 O 1.2354 -1.8571 -2.1492  -0.025
23 H 1.2277 -2.3529 -2.9759  0.086
24 H 1.7951 -2.3752 -1.5551  0.088

---

No. 3
Below is the molecule C5H10O2, with properties calculated with wB97M-V/def2-TZVPD.

Structure (SMILES): OC[C@H]1CCOC1
Maximum force: 0.0099 hartree/bohr
LUMO energy: 0.84 eV
Energy relative to the best compared isomer or geometry (same formula, charge and spin): 1.7480 eV
HOMO energy: -9.55 eV
Orbital gap: 10.394 eV

Last column: Löwdin charge in e.
Positions of all 17 atoms, in Å:
1 O 2.4516 -0.0156 1.0441  -0.049
2 C 1.6174 -0.5658 0.0517  -0.256
3 C 0.1758 -0.2095 0.2738  -0.315
4 C -0.4066 1.1906 0.1760  -0.117
5 C -1.9058 0.8338 0.0544  -0.179
6 O -1.9791 -0.4666 -0.5522  -0.126
7 C -0.6616 -0.9076 -0.7866  -0.203
8 H 3.2277 -0.5849 1.1114  0.089
9 H 1.9426 -0.2882 -0.9667  0.131
10 H 1.6120 -1.6653 0.1139  0.126
11 H -0.1105 -0.6075 1.2547  0.159
12 H -0.1540 1.8328 1.0244  0.121
13 H -0.0748 1.7075 -0.7347  0.122
14 H -2.4404 1.5681 -0.5605  0.116
15 H -2.4088 0.7671 1.0290  0.119
16 H -0.3217 -0.5882 -1.7841  0.130
17 H -0.5638 -2.0008 -0.7488  0.133

---

No. 4
Below is the molecule C21H18N6OS at a distorted geometry, with properties calculated with wB97M-V/def2-TZVPD.

Structure (SMILES): Cc1ccc(C(=O)NCc2nccs2)cc1Nc1nccc(-c2cccnc2)n1
Maximum force: 0.1163 hartree/bohr
LUMO energy: 0.32 eV
Energy relative to the best compared isomer or geometry (same formula, charge and spin): 1.4579 eV
HOMO energy: -8.14 eV
Orbital gap: 8.452 eV

Last column: Löwdin charge in e.
Positions of all 47 atoms, in Å:
1 O 0.1426 2.5911 0.9016  0.030
2 N 2.0471 5.8898 -1.9984  0.038
3 N 1.5055 -3.8140 1.3630  0.130
4 N -4.5156 -1.9411 2.1257  0.087
5 N -0.4530 -2.6053 1.1882  0.212
6 S 1.8390 7.3083 0.2086  0.936
7 C 0.3269 2.5805 -0.3311  -0.346
8 C 1.3039 5.9682 -0.9900  -0.490
9 C 3.0190 6.9373 -2.0101  -0.229
10 C 3.0867 7.7485 -0.9325  -0.430
11 C 0.7948 -2.8224 0.8815  -0.358
12 C 1.0670 -4.4564 2.3317  -0.138
13 C -5.1145 -2.9796 2.6343  -0.182
14 C -3.1654 -2.0391 2.0007  -0.054
15 C -1.0042 -3.3080 2.1409  -0.255
16 C -0.2415 -4.2077 2.8053  -0.012
17 C -4.4796 -4.0348 3.1807  -0.104
18 C 0.5860 1.1785 -2.4655  -0.007
19 C -3.1629 -4.2549 3.0058  -0.019
20 C 0.6612 -0.0480 -0.2995  0.049
21 C 1.0223 -0.0079 -2.9893  -0.084
22 C 0.4538 1.1893 -0.9897  -0.059
23 C -2.4629 -3.1629 2.4232  -0.124
24 C 0.9658 -1.2313 -0.9431  -0.214
25 C 1.2596 -1.1659 -2.3281  -0.196
26 N 1.3782 -2.3253 -0.2586  0.130
27 N 0.2468 3.7517 -1.1296  0.041
28 C 1.8074 -2.3594 -3.1029  -0.027
29 C 0.0059 5.0882 -0.7072  -0.156
30 H 3.6961 7.0242 -2.7464  0.055
31 H 3.8918 8.5327 -0.8495  0.093
32 H 1.5404 -5.3498 2.7051  0.113
33 H -6.1673 -3.0179 2.5988  0.098
34 H -2.6493 -1.2361 1.5342  0.104
35 H -0.5918 -4.8413 3.6716  0.120
36 H -5.0314 -4.8621 3.6572  0.118
37 H 0.3177 1.9872 -3.0352  0.067
38 H -2.7031 -5.1874 3.4482  0.131
39 H 0.5563 -0.0880 0.8052  0.132
40 H 1.1522 0.0526 -4.0820  0.123
41 H 2.1352 -2.8600 -0.5088  0.113
42 H 0.2597 3.6381 -2.1047  0.089
43 H 1.3781 -3.2545 -2.7333  0.064
44 H 1.5126 -2.2334 -4.1429  0.078
45 H 2.8913 -2.3772 -3.0850  0.086
46 H -0.9299 5.5635 -1.1990  0.152
47 H -0.1782 5.0419 0.3509  0.096

---

No. 5
Below is a structure of composition C17H13Cl2N2O5Tc at a distorted geometry, with properties calculated with wB97M-V/def2-TZVPD.

Multiplicity: 2
Maximum force: 0.0659 hartree/bohr
LUMO energy (spin up / spin down): -6.67 / -5.69 eV
Total charge: +1
Energy relative to the best compared isomer or geometry (same formula, charge and spin): 1.7341 eV
HOMO energy (spin up / spin down): -11.71 / -11.79 eV
Orbital gap (spin up / spin down): 5.048 / 6.108 eV

Last column: Löwdin charge in e.
Positions of all 40 atoms, in Å:
1 Tc -0.2272 -0.6591 -0.4791  1.746
2 C -4.1718 -1.8431 -0.7853  -0.039
3 O -4.8497 -0.6217 -0.5609  -0.022
4 C -4.2369 0.4734 -0.1094  -0.177
5 C -5.0765 1.5263 0.2758  0.054
6 C -4.5804 2.7074 0.8091  -0.023
7 C -3.2195 2.9039 0.9255  0.002
8 C -2.3178 1.9091 0.4969  -0.121
9 C -0.9288 2.1610 0.5223  0.007
10 N 0.0208 1.3321 0.1093  -0.143
11 N 1.2726 1.7571 0.1800  0.085
12 C 2.1304 0.7899 -0.1097  -0.366
13 O 1.6057 -0.3468 -0.4241  -0.192
14 C 3.5648 0.9508 0.0031  -0.149
15 C 4.3462 -0.2114 0.0756  0.000
16 C 5.7069 -0.1070 0.2720  -0.051
17 C 6.3016 1.1458 0.3680  -0.045
18 C 5.5353 2.2999 0.2469  -0.055
19 C 4.1683 2.2114 0.0796  -0.008
20 C -2.8307 0.6541 0.0088  -0.202
21 O -1.9644 -0.2526 -0.3247  -0.225
22 H -4.9593 -2.5739 -0.9636  0.112
23 H -3.5901 -2.1413 0.0890  0.092
24 H -3.5202 -1.7947 -1.6611  0.098
25 H -6.1381 1.3695 0.1659  0.138
26 H -5.2698 3.4658 1.1476  0.125
27 H -2.8247 3.8188 1.3405  0.126
28 H -0.6020 3.1256 0.8970  0.149
29 H 3.8640 -1.1758 -0.0017  0.118
30 H 6.3014 -1.0048 0.3462  0.114
31 H 7.3652 1.2213 0.5323  0.113
32 H 6.0162 3.2643 0.2807  0.112
33 H 3.5686 3.1026 -0.0050  0.116
34 Cl -1.3888 -4.8121 -1.9326  0.639
35 C -0.3504 -4.7655 -0.5095  -0.990
36 Cl -1.2994 -4.5477 0.9704  0.630
37 C 0.5969 -3.5403 -0.5857  -0.721
38 O 1.7606 -3.6364 -0.3042  0.136
39 O 0.0005 -2.4599 -0.9528  -0.266
40 H 0.2186 -5.6941 -0.4334  0.083

---

No. 6
Below is the ion C3H6N3 with charge +1 at a distorted geometry, with properties calculated with wB97M-V/def2-TZVPD.

Structure (SMILES): CN1[N+]#CCN1
Maximum force: 0.0924 hartree/bohr
LUMO energy (spin up / spin down): -6.61 / -6.95 eV
Total charge: +1
Energy relative to the best compared isomer or geometry (same formula, charge and spin): 6.3058 eV
HOMO energy (spin up / spin down): -15.54 / -13.86 eV
Orbital gap (spin up / spin down): 8.928 / 6.903 eV

Last column: Löwdin charge in e.
Positions of all 12 atoms, in Å:
1 C -0.7550 -0.3290 1.6969  0.159
2 C -0.7501 -1.3913 0.6756  -0.142
3 C 0.6478 1.6082 -0.8250  0.141
4 N 0.1379 0.5535 1.2852  0.079
5 N 0.0860 -0.8482 -0.3615  0.114
6 N 0.4943 0.3411 0.0967  -0.130
7 H -0.5254 -2.4405 1.1700  0.199
8 H -1.7094 -1.4905 0.3177  0.106
9 H 0.0657 1.3783 -1.6778  0.089
10 H 0.3717 2.4386 -0.2024  0.103
11 H 1.6878 1.5762 -0.9697  0.085
12 H 0.2487 -1.3965 -1.2057  0.198